C19H22N2OsTe as an isolated structure, computed with the ωB97M-V functional and the def2-TZVPD basis.

Output
net charge: +2
<S²>: 6.0216
gap between HOMO and LUMO (spin up / spin down): 6.9 / 5.8 eV
E: -32781.4068 eV
E_HOMO (spin up / spin down): -0.53698 / -0.54909 hartree
multiplicity: 5

```
45
Properties=species:S:1:pos:R:3:mulliken_charge:R:1
C -3.95973 -0.14312 0.36114 -0.658
C -3.95092 1.17831 -0.40051 -0.739
H -4.15753 -0.97364 -0.31803 0.294
H -4.75548 -0.14418 1.11254 0.307
H -3.01838 -0.35432 0.87676 0.170
H -3.09406 1.24938 -1.06947 0.123
H -4.83708 1.30174 -1.02509 0.401
H -3.92417 2.04073 0.26740 0.290
C 0.55609 -2.75982 -0.01928 -0.034
C 1.36642 -3.87128 -0.24113 -0.635
C 2.47747 -3.76748 -1.08681 -0.467
C 2.72464 -2.55011 -1.70851 -0.546
H -0.32571 -2.76165 0.62319 0.481
H 1.14124 -4.80310 0.27262 0.404
H 3.14246 -4.61781 -1.24184 0.467
H 3.57355 -2.38328 -2.36536 0.364
N 0.85484 -1.56581 -0.57867 -0.281
C 1.89049 -1.44534 -1.45456 0.723
C 2.06922 -0.08972 -1.92493 0.446
N 1.15852 0.78775 -1.39801 -0.168
C 1.22713 2.10959 -1.72164 -0.056
C 3.21439 1.73885 -3.01508 -0.517
C 2.24356 2.60803 -2.52143 -0.733
H 0.44902 2.72158 -1.27123 0.436
H 2.24728 3.67571 -2.71250 0.420
C 3.12665 0.38253 -2.72497 -0.488
H 3.85469 -0.34847 -3.06121 0.365
H 4.03352 2.12982 -3.61705 0.465
Os 0.05046 0.19485 0.22943 0.832
C -1.12094 1.74522 0.37945 -1.054
H -1.36103 1.87472 -0.69702 0.564
H -0.85412 2.73560 0.78362 0.563
H -2.02971 1.39774 0.90101 -0.126
Te 1.27003 0.95939 2.18984 0.302
C 0.09101 0.99045 3.96567 0.532
C -1.17199 1.58621 4.05868 -0.077
C -1.75198 1.73708 5.33148 -0.578
C -1.06180 1.31206 6.47527 -0.440
C 0.20013 0.70422 6.36351 -0.562
C 0.77380 0.51104 5.09786 -0.584
H -1.65927 1.94296 3.14832 0.278
H -2.73928 2.19821 5.40876 0.390
H -1.51168 1.46346 7.46013 0.395
H 0.74020 0.38526 7.25750 0.381
H 1.74895 0.04153 4.97799 0.349
```



C19H22N3O7Ru as an isolated structure, computed with the ωB97M-V functional and the def2-TZVPD basis.

Output
net charge: 0
<S²>: 0.7571
gap between HOMO and LUMO (spin up / spin down): 8.5 / 7.6 eV
E: -41441.5582 eV
E_HOMO (spin up / spin down): -0.29591 / -0.28850 hartree
multiplicity: 2

```
52
Properties=species:S:1:pos:R:3:mulliken_charge:R:1
Ru 0.11730 -0.34001 -0.35948 0.216
O -2.84571 0.73456 2.31064 -0.507
C -1.86626 -0.05346 1.88105 0.780
O -1.82540 -0.42222 0.72462 -0.534
C -0.95435 -0.48737 3.02015 -0.667
O 0.39617 -0.55362 2.67404 -0.303
C 1.11473 0.64831 2.88252 -0.437
C 0.84798 1.70055 1.81370 0.327
O 1.27511 2.82608 1.97795 -0.700
O 0.14121 1.31005 0.79443 -0.500
H -3.39684 0.95760 1.54204 0.400
H -1.13505 0.17245 3.87139 0.364
H -1.27236 -1.49774 3.28900 0.373
H 0.90626 1.08627 3.86176 0.405
H 2.16895 0.37546 2.84828 0.299
C 2.45451 -0.75551 -2.15636 -1.252
N 1.98353 0.21221 -1.14534 0.413
C 3.01971 0.35031 -0.11247 -1.167
C 1.74412 1.53427 -1.79821 -0.892
C 0.43337 1.50203 -2.51330 0.831
C 0.14680 2.18159 -3.68959 -0.971
C -1.12681 2.08763 -4.23485 -0.564
C -2.10325 1.31830 -3.60668 -0.699
C -1.80920 0.63747 -2.43254 -0.405
C -0.53654 0.73497 -1.87934 1.107
H 3.39754 -0.39762 -2.58385 0.335
H 1.71387 -0.86441 -2.93974 0.447
H 2.61097 -1.72304 -1.68669 0.276
H 3.97624 0.60917 -0.57754 0.364
H 3.12659 -0.59725 0.41522 0.277
H 2.75769 1.13788 0.58343 0.343
H 2.57706 1.78762 -2.46382 0.487
H 1.70919 2.27401 -0.99572 0.391
H 0.91025 2.77585 -4.18059 0.439
H -1.35685 2.60504 -5.15785 0.383
H -3.09147 1.24175 -4.04424 0.424
H -2.56534 0.02942 -1.95066 0.490
O -0.00025 -1.87973 -1.75840 -0.265
N -0.35613 -3.05064 -1.36018 -0.731
N -0.12945 -3.23275 -0.13643 1.173
O 0.41314 -2.32818 0.63281 -0.777
C -0.52025 -4.49704 0.47501 0.244
C -0.89127 -5.57346 -0.31169 -0.364
C -1.24758 -6.75763 0.31305 -0.499
C -1.23406 -6.85522 1.69977 -0.486
C -0.85996 -5.76319 2.46479 -0.622
C -0.49271 -4.56985 1.85106 -0.320
H -0.88794 -5.48578 -1.38838 0.467
H -1.53473 -7.60928 -0.28961 0.374
H -1.50303 -7.78733 2.17897 0.385
H -0.85490 -5.82984 3.54488 0.373
H -0.18006 -3.70489 2.41700 0.472
```



C19H22N4 in the gas phase, computed with the ωB97M-V functional and the def2-TZVPD basis.

Output
net charge: 0
gap between HOMO and LUMO: 8.1 eV
E: -26019.0022 eV
E_HOMO: -0.27121 hartree
SMILES string: CC(/C=N/N1CCN(c2ccccn2)CC1)=C\c1ccccc1

```
45
Properties=species:S:1:pos:R:3:mulliken_charge:R:1
C 1.22663 -2.18431 -0.28872 -1.576
C 1.45539 -0.81798 -0.85781 1.266
C 1.65109 -0.55331 -2.16564 -0.776
C 1.62712 -1.47893 -3.28590 0.475
C 0.75005 -2.56251 -3.36216 -0.376
C 0.76612 -3.40822 -4.45559 -0.581
C 1.65282 -3.19357 -5.49706 -0.421
C 2.51267 -2.10785 -5.44765 -0.537
C 2.49244 -1.25668 -4.36141 -0.482
H 3.16526 -0.41080 -4.32884 0.367
H 3.19782 -1.92385 -6.26298 0.368
H 1.66595 -3.85955 -6.34734 0.371
H 0.07697 -4.23982 -4.49773 0.377
H 0.02534 -2.72027 -2.57957 0.450
H 1.90121 0.46662 -2.43879 0.301
C 1.49573 0.27332 0.08732 -0.481
N 1.31219 0.04578 1.33064 -0.419
N 1.38280 0.95107 2.29642 0.337
C 0.72845 0.55329 3.53022 -0.749
H 1.45647 0.55480 4.34967 0.321
C -0.42956 1.51860 3.85274 -0.816
N -1.02104 2.02726 2.63811 0.114
C -2.22316 1.54952 2.20630 0.950
N -2.79232 0.60806 2.96504 -0.361
C -3.96693 0.12193 2.60911 -0.424
C -4.65882 0.52401 1.48245 -0.501
C -4.08306 1.51809 0.69930 -0.539
C -2.86294 2.04768 1.05657 -0.535
H -2.42768 2.84197 0.47215 0.359
H -4.59176 1.88369 -0.18170 0.402
H -5.61249 0.09054 1.22844 0.372
H -4.36499 -0.63617 3.27238 0.387
C -0.13439 2.79666 1.79262 -0.608
C 1.32243 2.38036 2.07022 -1.217
H 1.96464 2.65700 1.23334 0.332
H 1.70839 2.86786 2.96814 0.434
H -0.25918 3.87495 1.96831 0.332
H -0.36424 2.58559 0.74496 0.477
H -1.20979 1.00147 4.40873 0.441
H -0.06655 2.36792 4.44238 0.313
H 0.35802 -0.46169 3.38532 0.413
H 1.67927 1.26716 -0.33344 0.219
H 1.69032 -2.23855 0.69286 0.408
H 0.16107 -2.36832 -0.15634 0.261
H 1.64225 -2.95280 -0.93510 0.549
```



C19H22N4O2 in the gas phase, computed with the ωB97M-V functional and the def2-TZVPD basis.

Output
net charge: 0
gap between HOMO and LUMO: 7.9 eV
E: -30115.6065 eV
E_HOMO: -0.29676 hartree
SMILES string: CC(C)OCCC(=O)Nc1cc2cc(-c3cncn3C)ccc2cn1

```
47
Properties=species:S:1:pos:R:3:mulliken_charge:R:1
O -1.71121 1.19206 -0.25662 -0.645
N 6.89911 2.04481 0.83301 -0.694
N -0.23710 -2.50519 0.82206 -0.677
O -5.68369 0.98405 -1.67574 -0.360
C -2.28630 0.12305 -0.19384 0.564
C 7.65975 1.00234 0.54527 -0.049
C 5.64762 1.56358 1.09902 -0.589
C 5.61773 0.21652 0.84550 0.010
C -0.34795 -1.20053 0.63417 0.183
C 4.53113 -2.03454 1.25157 -0.395
C 4.43320 -0.67272 0.94166 0.887
C 0.97390 -3.03152 1.08565 -1.071
C 3.40418 -2.84002 1.34116 -0.983
C 0.72384 -0.32989 0.65156 -0.800
C 3.15345 -0.10651 0.77560 -0.507
C 2.12098 -2.26215 1.11250 0.976
C 1.99125 -0.88789 0.84876 0.735
N -1.67124 -0.97589 0.31628 -0.098
N 6.90885 -0.16527 0.49632 0.104
C 7.40842 -1.46832 0.01306 -0.950
C -7.73706 1.97695 -2.38954 -1.416
C -7.16840 1.88787 0.06240 -1.243
C -4.31345 1.29314 -1.25981 -0.594
C -3.63643 -0.04072 -0.83152 -0.507
C -6.61420 2.06857 -1.36637 0.589
H 8.72530 1.06653 0.34711 0.354
H 4.81323 2.16447 1.45187 0.440
H 5.51086 -2.50836 1.39020 0.224
H 1.06964 -4.08446 1.25098 0.371
H 3.53860 -3.91406 1.48238 0.357
H 0.60695 0.72956 0.50494 0.551
H 3.04346 0.95431 0.52420 0.446
H -2.25873 -1.80237 0.31216 0.270
H 6.67129 -1.84194 -0.74321 0.389
H 8.38774 -1.33444 -0.46910 0.324
H 7.58108 -2.18584 0.82753 0.289
H -7.30872 2.19348 -3.38957 0.329
H -8.18798 0.97698 -2.40366 0.328
H -8.50361 2.72907 -2.23614 0.408
H -7.78682 0.96950 0.10159 0.284
H -7.73670 2.74623 0.35406 0.405
H -6.35353 1.72879 0.79262 0.317
H -3.74592 1.80895 -2.05668 0.240
H -4.24464 1.96445 -0.38850 0.378
H -3.45596 -0.67623 -1.71903 0.237
H -4.33415 -0.58418 -0.18791 0.305
H -6.09776 3.06774 -1.44797 0.282
```



What did we get for ΔE to the lowest compared entry with this formula, charge and spin? Answer: 0.0, 18.4, 33.5, 34.4 kcal per mole, in the order shown.